Computed, not measured: a molecular structure, C33H30N4OS5Ti, with ωB97M-V/def2-TZVPD.

```
74
Properties=species:S:1:pos:R:3:forces:R:3
Ti 0.08896 0.24999 0.14377 0.159 -0.189 -0.323
S 0.27738 2.73080 0.02453 0.088 0.114 -0.044
C -1.33219 3.27582 -0.42070 -0.009 -0.075 -0.013
C -1.85849 4.48766 0.01923 0.007 0.052 -0.037
C -3.13791 4.87196 -0.34299 -0.085 -0.003 -0.050
C -3.91888 4.06583 -1.16367 0.000 0.048 0.045
C -3.39594 2.87849 -1.65178 -0.008 -0.016 0.021
C -2.11982 2.49608 -1.27063 0.002 0.004 -0.015
S -1.28121 1.08818 -1.93548 -0.021 -0.138 0.272
C -2.52271 -0.22912 -1.91442 -0.032 0.086 -0.049
C -1.73525 -1.49676 -2.09966 -0.012 -0.030 -0.040
C -2.21618 -2.50370 -2.92124 0.054 -0.062 0.025
C -1.44240 -3.63557 -3.11696 -0.010 0.082 0.042
C -0.20638 -3.70114 -2.50304 -0.043 0.052 0.021
C 0.21811 -2.64483 -1.70446 -0.031 -0.054 0.011
C 1.60028 -2.71171 -1.12412 0.070 -0.009 -0.049
S 1.76104 -1.89330 0.48606 -0.068 0.081 0.030
C 3.31837 -1.07899 0.28302 -0.056 0.040 -0.017
C 4.41610 -1.47031 1.03498 0.078 0.002 0.026
C 5.61484 -0.78670 0.89442 -0.024 -0.025 0.006
C 5.69424 0.26785 -0.00832 0.061 -0.029 0.048
C 4.59562 0.65156 -0.75754 -0.001 0.025 -0.040
C 3.37342 -0.00718 -0.61898 -0.105 -0.072 0.017
S 1.95603 0.47899 -1.52319 0.031 0.109 0.086
N -0.54430 -1.56593 -1.48244 0.040 -0.073 -0.068
H -1.26063 5.12203 0.66051 0.006 -0.008 -0.018
H -3.53142 5.81208 0.01970 -0.020 0.016 0.001
H -4.91776 4.37250 -1.44164 -0.005 0.005 -0.008
H -3.97212 2.26592 -2.33349 -0.020 0.000 -0.017
H -3.25068 -0.12156 -2.71743 0.040 0.031 -0.001
H -3.05564 -0.20713 -0.96254 0.006 0.016 -0.007
H -3.17672 -2.38947 -3.40327 -0.013 0.000 -0.008
H -1.78887 -4.44186 -3.74840 -0.013 -0.011 -0.016
H 0.44284 -4.55342 -2.64702 0.008 -0.010 -0.002
H 2.27826 -2.18819 -1.80174 -0.020 0.014 0.024
H 1.91770 -3.75034 -1.03940 0.025 0.023 0.012
H 4.32771 -2.30227 1.72165 0.013 -0.012 0.016
H 6.47908 -1.07663 1.47541 0.000 -0.009 0.013
H 6.62604 0.80586 -0.12433 0.014 -0.005 0.004
H 4.66603 1.48556 -1.44280 -0.019 0.000 -0.013
N -3.88744 0.43137 2.23374 0.301 -0.012 -0.208
C -3.55918 1.70317 2.66929 0.093 0.045 0.043
C -4.27317 2.61366 3.43904 0.016 0.039 -0.008
C -3.59765 3.75227 3.82437 -0.091 -0.031 0.010
C -2.25869 3.95996 3.46577 0.068 -0.008 0.006
C -1.56483 3.06357 2.68222 -0.125 -0.081 0.040
C -2.24099 1.92033 2.24716 -0.103 0.055 0.027
N -1.80468 0.81064 1.51277 -0.205 -0.227 0.195
C -2.79232 -0.05842 1.59891 -0.042 0.342 0.145
C -2.57506 -1.45921 1.29655 -0.261 -0.409 0.123
C -3.45569 -2.50595 1.32065 0.258 0.219 -0.277
S -2.59847 -3.97048 1.11982 -0.011 0.161 0.305
C -1.13405 -3.09813 1.11209 -0.006 0.017 -0.342
N -1.25493 -1.80293 1.15543 -0.027 -0.173 0.209
H -4.71393 -0.08614 2.47628 -0.006 -0.013 0.007
H -5.29599 2.42828 3.73612 -0.019 0.008 0.019
H -4.10236 4.49123 4.43126 -0.017 0.000 0.008
H -1.75868 4.85415 3.81316 0.013 0.005 -0.001
H -0.54096 3.23352 2.39261 0.073 0.008 -0.011
H -4.52713 -2.48770 1.42604 -0.036 0.002 -0.025
H -0.18531 -3.60583 1.02574 0.025 -0.019 -0.007
C 1.25564 0.65282 4.43118 -0.024 -0.027 -0.056
C 2.57111 1.11110 3.80728 0.022 0.041 -0.016
C 2.18269 1.36606 2.36041 0.005 0.053 -0.017
O 1.04831 0.47421 2.10140 0.111 0.085 -0.107
C 0.67743 -0.20483 3.32363 -0.085 -0.061 0.025
H 0.60196 1.50548 4.62516 -0.007 0.001 -0.010
H 1.38640 0.09915 5.35876 0.002 -0.025 -0.005
H 3.32488 0.32457 3.87248 -0.021 -0.026 -0.009
H 2.97454 2.00610 4.27714 0.009 0.003 -0.020
H 2.96658 1.12616 1.64483 -0.017 0.058 0.023
H 1.83058 2.38401 2.19017 0.024 -0.046 0.024
H 1.12116 -1.20603 3.31067 -0.029 0.030 0.009
H -0.40725 -0.29091 3.33703 0.028 0.012 0.018
```
Forces are in eV/Å.

## Properties
2S+1 = 2
HOMO-LUMO gap (spin up / spin down) = 6.35 / 6.41 eV
Energy relative to the best compared isomer or geometry (same formula, charge and spin) = 6.0 kcal/mol
E = -4410.1578 Ha
LUMO (spin up / spin down) = -2.9 / -2.9 eV
Net charge = +1
⟨S²⟩ = 0.756